Record 1
Molecular formula: C2H2NO4S2
Method: DFT, ωB97M-V with the def2-TZVPD basis set

Last column: natural (NBO) charge in e.
Element x y z (Å)
N 0.541 -0.406 -0.157  -0.868
C -0.231 -1.336 -0.671  0.697
O -0.625 -2.403 -0.216  -0.628
C -0.836 -0.790 -2.269  -0.507
S -0.363 -1.164 -3.731  0.103
S -1.611 0.835 -1.952  2.344
O -2.448 0.748 -0.748  -0.998
O -0.332 1.514 -1.789  -1.008
O -2.384 1.311 -3.102  -0.983
H 0.436 0.569 -0.723  0.458
H 0.475 -0.343 0.878  0.391

net charge: -1
HOMO-LUMO gap: 7.82 eV
energy relative to the best compared isomer or geometry (same formula, charge and spin): 0.313 eV
2S+1: 1
HOMO: -0.177 hartree
max |F|: 4.24 eV/Å


Record 2
Molecular formula: C2H5IN2
Method: DFT, ωB97M-V with the def2-TZVPD basis set

Last column: natural (NBO) charge in e.
Element x y z (Å)
C -0.301 -1.013 -0.225  -0.356
C -0.439 0.123 0.698  -0.058
N -0.275 0.052 -1.312  -0.292
N -0.591 0.874 -0.367  -0.275
I -1.426 0.067 2.631  0.102
H 0.539 -1.532 -0.046  0.229
H -1.134 -1.742 -0.371  0.245
H 1.984 0.272 -0.451  -0.002
H 2.071 0.994 -0.043  -0.008
H -0.427 1.906 -0.515  0.416

HOMO-LUMO gap (alpha / beta): 7.87 / 7.88 eV
energy relative to the best compared isomer or geometry (same formula, charge and spin): 3.860 eV
2S+1: 1
HOMO (alpha / beta): -0.292 / -0.293 hartree
max |F|: 3.89 eV/Å


Record 3
Molecular formula: C19H23FN3NiO4SSi
Method: DFT, ωB97M-V with the def2-TZVPD basis set

Last column: Mulliken spin population.
Element x y z (Å)
Ni 0.428 -0.269 -0.583  1.745
O 2.220 -0.580 -1.408  0.042
C 3.218 0.241 -1.438  0.012
C 4.523 -0.319 -1.497  0.002
C 5.629 0.513 -1.454  0.001
C 5.513 1.903 -1.708  0.000
C 4.246 2.417 -1.779  0.001
C 3.100 1.648 -1.573  -0.004
C 1.852 2.229 -1.293  0.001
N 0.685 1.624 -0.869  0.043
C -0.204 2.670 -0.583  -0.001
C 0.418 3.864 -0.758  0.001
N 1.694 3.618 -1.161  0.005
H 4.523 -1.396 -1.455  0.000
H 6.640 0.110 -1.361  0.000
H 6.397 2.515 -1.893  0.000
H 4.088 3.489 -2.090  0.000
H -1.259 2.525 -0.349  0.006
H 0.004 4.819 -0.520  -0.001
H 2.392 4.261 -1.426  -0.001
C -2.613 0.432 -1.965  -0.006
Si -2.901 0.003 -0.241  0.004
C -4.057 -1.465 -0.093  0.001
C -3.665 1.476 0.715  0.001
N -1.279 -0.093 0.419  0.092
C -1.171 -0.457 1.763  -0.024
C -2.077 -1.359 2.366  0.010
C -2.025 -1.596 3.772  -0.005
C -1.003 -1.067 4.492  0.009
C -0.081 -0.185 3.965  -0.006
C -0.146 0.144 2.594  0.011
F 0.713 1.135 2.117  0.001
H -3.566 0.777 -2.389  -0.001
H -2.332 -0.461 -2.519  0.000
H -1.766 1.077 -2.154  0.004
H -4.664 -1.283 -1.016  0.000
H -4.688 -1.437 0.840  0.000
H -3.541 -2.434 -0.221  0.000
H -3.918 1.324 1.761  0.000
H -4.581 1.779 0.215  0.000
H -2.913 2.315 0.651  0.000
H -2.857 -1.856 1.777  0.001
H -2.679 -2.274 4.298  0.000
H -0.844 -1.386 5.525  0.001
H 0.719 0.323 4.545  0.000
C 0.633 -4.394 -1.048  0.004
S -0.161 -2.981 -0.433  -0.004
O 0.799 -2.527 0.591  0.015
O -1.478 -3.419 0.017  0.003
O -0.366 -1.948 -1.517  0.036
H 0.561 -5.191 -0.247  0.001
H 1.671 -4.135 -1.353  0.001
H 0.168 -4.721 -2.028  -0.001

net charge: -1
HOMO-LUMO gap (alpha / beta): 6.43 / 6.45 eV
energy relative to the best compared isomer or geometry (same formula, charge and spin): 0.024 eV
expectation value of S²: 2.005
2S+1: 3
HOMO (alpha / beta): -0.139 / -0.140 hartree
max |F|: 3.73 eV/Å


Record 4
Molecular formula: C2HF4IO
Method: DFT, ωB97M-V with the def2-TZVPD basis set

Last column: natural (NBO) charge in e.
Element x y z (Å)
C 0.719 -0.817 -0.172  0.898
C 2.108 -1.249 0.189  0.566
O 0.148 0.192 0.430  -0.594
F 0.865 -0.082 -2.222  -0.664
F 0.010 -1.857 -0.620  -0.256
F 2.151 -1.715 1.364  -0.281
F 2.581 -2.152 -0.655  -0.292
I 3.507 0.543 -0.002  0.070
H -0.645 0.427 -0.170  0.552

HOMO-LUMO gap: 8.61 eV
energy relative to the best compared isomer or geometry (same formula, charge and spin): 2.868 eV
2S+1: 1
HOMO: -0.372 hartree
max |F|: 4.75 eV/Å


Record 5
Molecular formula: C12H36O6S6
Method: DFT, ωB97M-V with the def2-TZVPD basis set

Last column: natural (NBO) charge in e.
Element x y z (Å)
C -9.725 6.993 0.515  -0.783
S -8.751 5.656 1.439  1.180
O -9.612 4.414 1.585  -0.965
C -7.399 5.228 0.349  -0.876
H -8.937 7.451 -0.081  0.227
H -10.246 7.452 1.355  0.241
H -10.507 6.532 -0.089  0.238
H -7.153 5.880 -0.489  0.234
H -7.735 4.277 -0.064  0.256
H -6.488 4.847 0.812  0.248
C 2.421 -7.026 2.928  -0.836
S 3.364 -8.603 2.880  1.217
O 3.622 -8.967 1.452  -0.972
C 4.977 -7.931 3.481  -0.814
H 1.938 -6.931 1.956  0.252
H 2.955 -6.107 3.166  0.225
H 1.665 -7.116 3.708  0.229
H 5.603 -7.779 2.602  0.250
H 5.467 -8.648 4.138  0.229
H 4.804 -7.056 4.108  0.220
C 6.044 -0.012 0.043  -0.830
S 7.076 1.519 0.090  1.155
O 8.600 1.274 0.227  -0.947
C 6.741 2.213 -1.572  -0.804
H 6.296 -0.854 0.688  0.256
H 6.068 -0.399 -0.975  0.224
H 5.054 0.204 0.444  0.238
H 7.351 3.106 -1.712  0.249
H 5.702 2.541 -1.604  0.231
H 7.007 1.458 -2.312  0.227
C -2.063 -1.251 0.441  -0.819
S -3.689 -1.928 -0.102  1.193
O -3.532 -3.398 -0.419  -0.961
C -4.572 -1.801 1.548  -0.805
H -2.140 -0.205 0.737  0.230
H -1.334 -1.248 -0.369  0.245
H -1.755 -1.841 1.305  0.224
H -3.804 -2.000 2.296  0.217
H -5.422 -2.482 1.597  0.248
H -4.916 -0.792 1.776  0.228
C -0.851 7.813 3.325  -0.832
S 0.806 7.061 3.014  1.203
O 0.697 5.548 3.103  -0.963
C 0.767 7.423 1.207  -0.816
H -1.148 7.301 4.241  0.239
H -1.559 7.578 2.531  0.226
H -0.864 8.857 3.638  0.237
H 0.721 8.498 1.029  0.234
H 0.142 6.656 0.751  0.246
H 1.797 7.170 0.953  0.227
C 0.270 -5.489 -6.558  -0.802
S 1.778 -4.451 -6.901  1.187
O 1.525 -3.011 -6.532  -0.971
C 3.054 -5.067 -5.740  -0.826
H 0.735 -6.460 -6.385  0.223
H -0.407 -5.519 -7.412  0.239
H -0.329 -5.057 -5.757  0.240
H 4.039 -4.743 -6.075  0.243
H 3.042 -6.139 -5.546  0.231
H 2.813 -4.639 -4.767  0.235

HOMO-LUMO gap: 8.92 eV
energy relative to the best compared isomer or geometry (same formula, charge and spin): 3.062 eV
2S+1: 1
HOMO: -0.318 hartree
max |F|: 2.91 eV/Å


Record 6
Molecular formula: C3H8O2S
Method: DFT, ωB97M-V with the def2-TZVPD basis set

Last column: natural (NBO) charge in e.
Element x y z (Å)
C -0.954 -0.039 -0.095  -0.045
O -1.835 0.852 0.575  -0.779
C 0.489 0.293 0.254  -0.425
C 1.514 -0.642 -0.418  -0.508
S 3.267 -0.264 -0.030  -0.770
H -1.197 -1.077 0.186  0.136
H -1.116 0.060 -1.181  0.139
H 0.631 0.208 1.332  0.189
H 0.721 1.321 -0.043  0.191
H 1.362 -0.602 -1.501  0.164
H 1.272 -1.671 -0.119  0.162
H -2.740 0.593 0.330  0.525
H -5.039 -0.543 0.346  0.387
O -4.786 0.194 -0.210  -1.363

net charge: -2
HOMO-LUMO gap: 5.98 eV
energy relative to the best compared isomer or geometry (same formula, charge and spin): 0.079 eV
2S+1: 1
HOMO: -0.004 hartree
max |F|: 0.81 eV/Å


Record 7
Molecular formula: C5H10N2O2
Method: DFT, ωB97M-V with the def2-TZVPD basis set

Last column: natural (NBO) charge in e.
Element x y z (Å)
O -2.037 -0.386 -1.171  -0.454
N -1.684 0.296 -0.249  0.323
N -2.325 1.175 0.336  -0.018
O -3.636 1.189 -0.134  -0.572
C -0.261 0.270 0.270  -0.069
C -0.017 -1.184 0.641  -0.450
C 1.473 -1.279 0.358  -0.402
C 2.017 0.207 -0.030  -0.390
C 0.785 0.749 -0.734  -0.434
H -3.962 2.057 -0.270  0.482
H -0.358 0.868 1.078  0.223
H -0.454 -2.001 -0.050  0.254
H -0.189 -1.320 1.720  0.226
H 1.585 -1.933 -0.523  0.202
H 2.229 -1.708 1.100  0.213
H 2.301 0.658 0.847  0.198
H 3.024 0.198 -0.643  0.214
H 0.985 1.857 -0.879  0.227
H 0.524 0.286 -1.666  0.229

HOMO-LUMO gap: 10.44 eV
energy relative to the best compared isomer or geometry (same formula, charge and spin): 5.992 eV
2S+1: 1
HOMO: -0.348 hartree
max |F|: 5.04 eV/Å


Record 8
Molecular formula: C22H41BN7PPb
Method: DFT, ωB97M-V with the def2-TZVPD basis set

Last column: Löwdin charge in e.
Element x y z (Å)
C 2.877 1.095 -1.363  -0.078
N 1.839 1.952 -1.266  -0.053
N 2.331 3.234 -1.446  0.004
C 3.679 3.158 -1.621  0.035
C 4.066 1.808 -1.617  0.072
B 1.308 4.417 -1.232  -0.421
N -0.042 4.352 -2.065  0.038
N -0.864 3.251 -2.040  0.005
C -1.971 3.547 -2.749  0.003
C -1.868 4.860 -3.265  0.180
C -0.644 5.338 -2.771  0.111
Pb -0.444 1.276 -0.350  1.466
N 0.842 4.375 0.261  0.020
N 0.091 3.356 0.809  -0.054
C -0.201 3.714 2.080  -0.011
C 0.407 4.943 2.362  0.122
C 1.041 5.323 1.189  0.056
H -0.838 3.105 2.714  0.150
H 1.621 6.198 0.924  0.169
H 0.379 5.492 3.289  0.157
H 1.832 5.462 -1.481  0.140
H -0.172 6.297 -2.857  0.169
H 4.307 4.032 -1.708  0.157
H -2.570 5.376 -3.881  0.159
H 5.055 1.395 -1.768  0.142
H -2.786 2.844 -2.849  0.149
H 2.727 0.044 -1.205  0.080
H -3.219 1.927 0.615  -0.049
C -4.197 1.505 0.366  -0.038
H -4.861 2.320 0.096  0.039
H -4.130 0.819 -0.507  0.029
H -4.573 0.960 1.234  0.042
C -1.774 -3.835 1.783  -0.035
C -1.647 -2.407 1.195  -0.568
C -2.746 -2.209 0.131  -0.068
C -1.961 -1.361 2.281  -0.077
P 0.071 -2.043 0.492  0.992
N 0.538 -0.519 0.502  -0.251
C 1.447 -2.601 1.670  -0.532
C 1.611 -4.115 1.619  -0.009
C 2.737 -1.855 1.279  -0.060
C 1.090 -2.067 3.061  -0.051
C 0.178 -2.740 -1.242  -0.601
C -0.484 -1.810 -2.275  -0.081
C 1.650 -2.798 -1.655  -0.068
C -0.451 -4.142 -1.323  -0.041
H -2.817 -3.975 2.113  0.126
H -1.145 -3.996 2.668  0.084
H -1.572 -4.630 1.051  0.088
H -2.716 -1.205 -0.313  0.052
H -2.765 -2.959 -0.666  0.082
H -3.719 -2.294 0.636  0.121
H -1.438 -1.534 3.224  0.080
H -1.710 -0.352 1.928  0.036
H -3.038 -1.392 2.495  0.114
H 1.945 -4.469 0.634  0.090
H 2.387 -4.400 2.345  0.145
H 0.703 -4.666 1.896  0.089
H 2.535 -0.776 1.304  0.075
H 3.536 -2.070 1.997  0.125
H 3.083 -2.089 0.272  0.072
H 0.859 -1.002 2.948  0.081
H 0.252 -2.575 3.547  0.087
H 1.972 -2.141 3.711  0.128
H 0.055 -0.854 -2.325  0.041
H -0.393 -2.306 -3.253  0.125
H -1.548 -1.618 -2.108  0.071
H 2.278 -3.405 -1.002  0.075
H 1.699 -3.234 -2.662  0.124
H 2.084 -1.795 -1.713  0.060
H -0.008 -4.860 -0.622  0.092
H -1.538 -4.152 -1.185  0.074
H -0.265 -4.523 -2.338  0.121

net charge: +4
HOMO-LUMO gap (alpha / beta): 5.20 / 3.54 eV
energy relative to the best compared isomer or geometry (same formula, charge and spin): 0.000 eV
2S+1: 1
HOMO (alpha / beta): -0.773 / -0.736 hartree
max |F|: 3.67 eV/Å


Which value of max |F| does entry 4 give? 4.75 eV/Å


Which value of max |F| does entry 6 give? 0.81 eV/Å


Please write out number 2 again, unchanged.
Molecular formula: C2H5IN2
Method: DFT, ωB97M-V with the def2-TZVPD basis set

Last column: natural (NBO) charge in e.
Element x y z (Å)
C -0.301 -1.013 -0.225  -0.356
C -0.439 0.123 0.698  -0.058
N -0.275 0.052 -1.312  -0.292
N -0.591 0.874 -0.367  -0.275
I -1.426 0.067 2.631  0.102
H 0.539 -1.532 -0.046  0.229
H -1.134 -1.742 -0.371  0.245
H 1.984 0.272 -0.451  -0.002
H 2.071 0.994 -0.043  -0.008
H -0.427 1.906 -0.515  0.416

HOMO-LUMO gap (alpha / beta): 7.87 / 7.88 eV
energy relative to the best compared isomer or geometry (same formula, charge and spin): 3.860 eV
2S+1: 1
HOMO (alpha / beta): -0.292 / -0.293 hartree
max |F|: 3.89 eV/Å